Entry 1:
# C16H58N4O13

A 13-piece molecular cluster, C16H58N4O13 overall (ωB97M-V/def2-TZVPD, the OMol25 dataset).

Summary:
LUMO = -0.1 eV
E_HOMO = -8.49 eV
Orbital gap = 8.435 eV
Net charge = 0
Energy = -1841.3043 a.u.
Relative energy (zero: lowest compared OMol25 entry of this formula, charge and spin) = 436.1 kJ/mol

Geometry as XYZ:
```
91
Properties=species:S:1:pos:R:3:forces:R:3:lowdin_charge:R:1
O -13.606 5.534 6.216 0.475 0.532 -0.108 -0.137
O -17.000 1.613 6.807 -1.331 0.338 0.399 -0.183
O -19.682 2.079 5.681 0.011 -0.793 0.347 -0.124
O -13.230 2.956 10.151 0.248 0.685 1.427 -0.163
O -17.801 4.546 9.258 -3.434 0.671 -0.132 -0.149
O -18.045 4.136 5.612 0.957 0.204 0.311 -0.066
O -13.085 4.868 3.501 0.846 1.264 0.504 -0.130
O -17.255 3.401 11.537 0.771 0.188 0.355 -0.133
O -21.104 2.762 8.607 -0.403 1.133 -0.628 -0.105
O -17.689 -2.021 9.585 1.001 5.073 -4.188 -0.124
O -16.687 -0.678 2.999 -0.930 0.327 -0.611 -0.123
O -12.334 0.008 8.294 -5.873 -0.665 0.528 -0.144
O -12.622 -0.068 3.085 0.611 -0.748 -2.428 -0.035
N -17.083 -1.141 7.530 -0.246 0.542 -6.050 0.131
N -14.424 -0.924 7.736 3.101 -2.446 -2.598 0.162
N -17.355 0.258 9.261 -0.362 1.137 1.679 0.162
N -14.323 0.591 9.327 -1.656 2.830 2.922 0.182
C -17.411 3.989 4.367 0.009 -1.657 -1.602 -0.366
C -20.060 1.491 3.322 1.151 -0.594 1.939 -0.064
C -17.414 -0.945 8.745 -2.439 -6.676 8.554 -0.631
C -14.751 6.270 5.806 -1.079 -1.453 0.318 -0.155
C -19.898 2.133 8.922 1.158 0.245 0.419 -0.197
C -12.922 3.807 9.074 2.231 -0.306 -0.836 -0.132
C -15.643 1.903 6.650 1.086 1.102 -1.812 -0.117
C -16.737 5.165 8.623 0.562 -0.864 -1.637 -0.159
C -17.136 -0.876 4.351 0.855 -0.213 -1.455 -0.151
C -13.360 0.344 4.155 -1.046 0.045 0.545 -0.405
C -13.427 3.633 2.911 0.741 1.219 -0.873 -0.135
C -12.496 0.976 5.148 1.064 2.291 0.936 -0.078
C -13.700 -0.111 8.470 7.403 0.029 -1.574 -0.670
C -18.056 4.852 3.355 -0.193 0.207 -1.181 -0.073
C -20.632 2.093 4.646 -1.555 -0.754 -1.367 -0.275
C -15.947 3.109 11.056 -0.956 -0.560 -1.484 -0.171
H -20.705 1.671 2.510 -1.036 -0.133 -0.971 0.055
H -13.734 3.773 1.908 -0.867 0.293 -1.141 0.077
H -17.803 -1.718 4.435 -0.140 -0.627 0.073 0.081
H -17.496 2.958 3.967 0.050 -0.046 0.693 0.107
H -19.779 1.171 6.029 0.663 0.874 0.262 0.121
H -15.158 6.892 6.607 0.752 0.327 0.015 0.076
H -17.483 2.471 6.783 0.265 -0.620 -0.213 0.068
H -17.670 -0.007 4.570 -0.870 1.454 1.218 0.031
H -14.681 6.820 4.852 0.236 -0.234 0.433 0.088
H -13.777 1.386 9.727 -0.984 -0.828 -0.002 0.089
H -19.483 2.569 9.853 -0.054 -0.658 -0.211 0.085
H -17.102 -0.280 6.921 -0.161 -1.232 0.639 0.098
H -21.440 1.407 5.027 0.148 1.007 -0.814 0.132
H -17.530 4.894 2.386 -0.075 -0.262 0.374 0.095
H -15.386 4.007 10.807 0.174 0.129 0.391 0.064
H -19.848 0.387 3.479 -0.392 1.203 -0.386 0.091
H -20.054 1.060 8.996 -0.102 -0.004 0.232 0.084
H -13.740 4.283 8.580 -0.915 0.016 -0.107 0.037
H -14.051 -0.366 4.547 0.089 -1.770 0.740 0.085
H -12.688 3.291 10.892 -0.635 -0.720 -0.412 0.120
H -16.355 4.164 4.337 0.668 0.427 0.822 0.078
H -18.635 5.101 9.046 2.099 -1.492 0.695 0.159
H -12.258 4.597 9.431 -0.053 0.150 -0.194 0.090
H -15.346 0.463 9.401 1.208 0.443 0.419 0.082
H -15.510 5.474 5.761 -0.476 0.558 -0.705 0.049
H -17.994 5.822 3.779 -0.521 1.284 0.082 0.070
H -15.254 2.432 7.525 0.217 -0.017 -0.225 0.073
H -20.848 3.671 8.355 -0.599 -0.665 0.139 0.085
H -19.087 4.530 3.166 0.063 0.344 0.101 0.076
H -19.110 1.974 3.055 -0.144 -0.059 0.221 0.053
H -17.677 0.291 10.250 0.540 0.419 -1.305 0.166
H -12.999 1.110 6.093 0.056 -0.030 0.467 0.036
H -15.556 2.541 5.705 0.390 -0.651 1.275 0.102
H -16.068 2.585 10.049 0.490 0.219 1.132 0.069
H -12.233 2.016 4.792 -0.057 -0.974 0.328 0.084
H -17.399 -2.003 7.090 0.246 0.231 0.443 0.149
H -16.012 4.438 8.227 -0.108 -0.030 0.629 0.072
H -14.158 3.095 3.445 -0.939 -0.170 0.970 0.051
H -13.397 4.944 5.469 0.128 0.424 0.174 0.046
H -11.541 0.473 5.343 -0.424 -0.183 -0.055 0.096
H -21.058 3.123 4.452 0.643 -1.036 0.527 0.136
H -14.162 0.999 3.855 0.115 1.022 -0.882 0.089
H -19.141 2.314 8.144 -0.163 -0.141 0.119 0.044
H -17.496 4.121 10.938 -0.691 -0.221 0.192 0.022
H -16.283 5.858 9.262 0.979 1.171 0.801 0.081
H -17.413 -0.212 2.496 1.227 -0.864 0.889 0.094
H -12.216 5.261 3.198 -1.589 -1.173 0.297 0.136
H -12.190 -0.925 3.197 -0.305 0.320 0.352 0.106
H -15.071 0.976 6.486 -0.378 0.408 0.174 0.059
H -17.164 1.036 8.640 -0.459 0.304 0.386 0.070
H -17.111 5.600 7.735 -0.129 1.034 -0.994 0.062
H -12.587 3.036 2.812 1.740 -1.511 0.148 0.058
H -15.416 -1.025 7.640 0.043 -0.213 0.260 0.020
H -18.756 3.498 5.543 -0.590 -0.322 0.589 0.020
H -16.260 -0.987 4.995 -0.112 -0.028 -0.188 0.067
H -13.719 -1.434 7.157 -1.596 0.162 0.360 0.143
H -12.329 3.210 8.345 -0.499 0.456 0.130 0.100
H -15.411 2.491 11.765 0.058 -0.097 -0.008 0.086
```
Positions in Å, forces in eV/Å.

***

Entry 2:
# C16H62N10O15

A 15-piece molecular cluster, C16H62N10O15 overall (ωB97M-V/def2-TZVPD, the OMol25 dataset).

Summary:
LUMO = -0.4 eV
E_HOMO = -8.17 eV
Orbital gap = 7.783 eV
Net charge = 0
Energy = -2322.6806 a.u.
Relative energy (zero: lowest compared OMol25 entry of this formula, charge and spin) = 429.6 kJ/mol

Geometry as XYZ:
```
103
Properties=species:S:1:pos:R:3:forces:R:3:lowdin_charge:R:1
O 1.370 3.407 0.915 5.831 -1.996 1.578 -0.137
O 1.178 2.158 -3.335 1.647 3.375 3.962 -0.090
O 2.870 0.255 -4.603 1.675 -1.867 0.149 -0.087
O -4.020 -0.855 -2.089 -1.406 1.351 -0.899 -0.093
O -0.651 -1.012 -0.343 -0.243 -0.087 -3.071 -0.053
O -1.642 1.258 -1.888 -0.023 0.579 2.548 -0.161
O -1.009 4.882 3.351 -3.033 -4.761 -2.642 -0.182
O -2.442 -3.673 -1.746 1.579 -3.258 6.069 -0.083
O -1.318 -1.426 -2.955 0.134 0.844 1.027 -0.149
O 0.646 0.031 4.501 -0.055 -1.790 1.618 -0.089
O 5.444 -0.920 0.693 -2.467 0.987 -0.099 -0.118
O -2.164 -0.937 1.922 -0.769 0.638 -0.301 -0.152
O 1.584 -2.962 2.796 0.848 1.008 0.414 -0.121
O -5.095 2.039 -0.033 4.129 -3.640 4.867 -0.088
O 0.620 -3.322 -2.122 -0.643 -2.475 -0.889 -0.172
N 0.324 3.120 -1.453 -0.373 2.411 4.111 0.198
N -2.825 -5.059 0.176 -3.272 -2.591 1.481 0.155
N -4.517 1.269 2.121 -4.067 -1.127 5.119 0.142
N 3.101 2.721 2.326 -0.647 0.312 4.713 0.187
N -2.944 3.577 3.222 -5.147 0.856 3.186 0.121
N -1.343 3.135 1.806 2.198 -3.465 -5.653 0.158
N -2.955 1.314 0.698 3.565 -2.081 -2.317 0.136
N 2.395 3.657 -1.954 2.986 4.344 1.501 0.122
N 3.443 2.596 0.148 1.759 -0.644 -2.299 0.150
N -0.956 -4.078 0.035 4.326 1.675 1.462 0.150
C -1.740 3.846 2.761 2.854 7.836 5.402 -0.683
C 1.320 2.984 -2.256 -3.357 -5.266 -6.082 -0.606
C 3.418 -0.100 -3.359 -0.743 -1.696 0.890 -0.202
C 1.072 0.353 0.224 1.565 3.560 1.837 -0.089
C 1.887 -3.483 -2.764 -1.084 -1.612 -2.145 -0.125
C 2.709 -2.110 3.155 1.193 0.919 -0.973 -0.124
C 0.525 1.004 3.580 -1.333 2.335 -2.509 -0.223
C -0.284 -0.754 -3.632 0.713 -0.217 -0.779 -0.150
C 4.424 -0.723 -0.344 1.942 0.317 -2.049 -0.149
C -2.542 1.895 -2.691 -0.818 0.072 -4.185 -0.156
C 2.631 2.886 1.135 -4.999 2.605 -2.067 -0.588
C -4.590 -1.497 -1.004 0.936 -0.251 -0.400 -0.166
C -4.241 1.423 0.877 -4.152 5.110 -6.773 -0.607
C -2.090 -4.270 -0.540 -2.555 3.904 -7.717 -0.633
C 0.724 -0.948 -0.117 -0.087 -4.157 -2.134 -0.363
C -1.215 -1.620 2.688 0.527 -0.142 -0.643 -0.100
H -5.480 1.419 2.372 -0.292 0.045 -0.175 0.131
H 4.032 2.421 2.547 0.126 0.054 -0.336 0.118
H 0.728 1.974 4.008 -0.336 0.748 0.227 0.084
H 1.266 0.919 2.817 0.316 -0.440 -0.669 0.030
H -2.614 1.399 -0.255 -0.134 -0.285 -0.405 0.097
H 1.890 0.273 0.960 0.332 0.617 -0.659 0.081
H 2.308 0.981 -4.456 -1.487 1.922 0.496 0.002
H 1.942 -3.115 -3.845 -0.324 -0.184 1.500 0.110
H 2.551 3.078 3.133 0.494 -0.481 -1.134 0.148
H -0.529 1.040 3.105 1.611 0.049 0.480 0.104
H -2.576 2.939 -2.523 -0.310 1.101 0.823 0.073
H -3.455 4.254 3.952 2.237 -2.025 -2.465 0.179
H -1.116 -1.238 0.434 -0.872 -0.354 1.194 0.022
H -0.319 -3.368 -0.413 -0.631 -1.187 0.985 0.105
H -1.966 2.393 1.294 0.982 1.993 1.460 0.085
H -4.938 -2.484 -1.304 -0.208 -0.221 0.413 0.078
H 4.411 2.187 0.212 -1.794 0.909 0.420 0.138
H 2.527 -2.984 -2.143 2.112 1.571 1.148 0.021
H -3.612 2.962 2.713 1.061 0.937 0.524 0.066
H 3.256 -2.392 4.051 -0.046 -1.100 -0.096 0.076
H 0.461 -0.284 -2.998 -0.345 0.714 0.514 0.057
H 3.810 -1.155 -3.398 -0.122 1.016 -0.361 0.083
H -2.065 1.859 -3.725 -0.943 0.104 0.640 0.110
H -0.504 2.634 -1.523 -1.720 -1.754 -1.349 0.038
H -5.354 -0.841 -0.691 -1.211 0.389 0.792 0.063
H 2.236 -4.542 -2.784 -0.420 0.538 0.070 0.095
H -3.775 -5.284 -0.132 0.836 -0.057 0.372 0.137
H -3.556 1.438 -2.772 0.733 0.299 0.503 0.097
H -0.489 3.400 1.291 -0.536 -0.111 1.215 0.079
H 3.450 -1.214 -0.287 0.250 -0.241 0.829 0.052
H 0.276 0.864 0.793 0.235 -0.077 -0.530 0.091
H -3.043 -1.247 2.129 -0.427 -0.291 -0.085 0.102
H 0.888 -1.710 0.586 0.851 -0.821 1.709 0.077
H -0.902 -4.440 1.008 0.808 1.006 -1.313 0.126
H -0.173 0.190 4.955 -0.268 -0.719 1.321 0.083
H 3.447 -1.951 2.315 -0.676 -0.842 0.639 0.078
H -3.785 -1.553 -0.275 -0.244 -0.507 0.860 0.061
H 4.218 0.534 -2.981 0.210 0.343 -0.277 0.062
H -4.051 0.765 2.870 0.635 0.201 -0.887 0.126
H -0.243 -1.358 2.268 -0.058 -0.182 0.595 0.074
H -2.358 -5.534 0.964 -1.226 0.147 -0.882 0.125
H 2.656 -0.176 -2.522 0.406 0.397 -0.862 0.061
H 2.309 4.527 -1.279 0.101 -2.393 -2.111 0.208
H 0.337 -1.490 -4.092 0.335 -0.612 -1.059 0.059
H 5.056 -0.352 1.384 0.802 -0.564 0.216 0.057
H 4.240 0.361 -0.570 0.129 -0.998 0.468 0.053
H 3.094 2.934 -0.798 0.561 -0.979 1.255 0.037
H -0.639 -0.039 -4.392 -0.022 -0.258 0.405 0.108
H 1.396 -1.341 -0.976 -1.681 0.656 0.638 0.120
H 4.926 -1.115 -1.265 -0.590 0.233 0.673 0.089
H -3.164 -1.197 -2.189 2.059 -0.855 -0.812 0.001
H 3.240 3.562 -2.500 -0.433 0.311 -0.444 0.139
H -1.420 -2.651 2.563 0.308 -1.338 -0.017 0.077
H -2.458 0.526 1.180 -0.683 1.043 -0.479 0.092
H 1.791 -3.421 1.971 0.235 0.218 0.329 0.073
H -1.415 0.502 -2.384 0.631 -1.893 -0.252 0.009
H 1.312 0.874 -0.707 0.132 0.530 0.605 0.085
H 0.102 -4.177 -2.286 0.612 2.106 0.135 0.127
H -0.954 -1.540 -2.043 -0.856 -0.414 -0.762 0.039
H 2.533 -1.060 3.440 -1.459 -0.348 -0.393 0.056
H 0.466 3.360 -0.411 0.805 0.016 -2.182 0.087
H -1.310 -1.386 3.711 0.275 0.407 1.235 0.079
```
Positions in Å, forces in eV/Å.